(1)
{"formula": "C12H14Si", "method": "ωB97M-V with the def2-TZVPD basis set", "gap_ev": [7.45, 7.02], "spin_multiplicity": 1, "homo_energy_ev": [-7.51, -6.95], "max_force_ev_per_a": 4.98, "relative_energy_kj_mol": 302.2, "total_charge": 0, "lumo_energy_ev": [-0.06, 0.07], "e_tot_ev": -20543.4228, "elements": ["C", "C", "C", "C", "C", "C", "C", "C", "C", "C", "C", "C", "Si", "H", "H", "H", "H", "H", "H", "H", "H", "H", "H", "H", "H", "H", "H"], "positions_angstrom": [[1.52991, -3.54845, -1.51143], [2.25759, -2.35934, -1.41622], [0.13248, -3.59491, -1.22730], [1.64757, -1.21089, -0.94549], [-0.45251, -2.40612, -0.83664], [0.27521, -1.23477, -0.57239], [-1.22960, 1.08919, 2.75062], [0.05940, 1.51611, 2.62104], [-1.31185, 2.70600, -2.46453], [-1.20647, 2.74652, -1.19410], [-1.70150, 0.15056, 1.70295], [0.94831, 0.99502, 1.51557], [-0.39222, 0.22824, 0.35832], [1.99594, -4.37843, -1.88947], [3.29930, -2.27319, -1.59431], [-0.26039, -4.61922, -1.24005], [2.20819, -0.26746, -0.84498], [-1.46896, -2.58608, -0.34908], [-1.99444, 1.35458, 3.52024], [0.43938, 2.29505, 3.31174], [-1.60968, 3.55013, -2.99561], [-1.17134, 1.73370, -2.92653], [-1.27101, 3.40879, -0.45112], [-1.84725, -0.73963, 2.22077], [-2.64850, 0.48731, 1.29581], [1.66392, 1.80950, 1.21099], [1.52635, 0.08267, 1.77548]], "forces_ev_per_a": [[-1.8, 2.3, 0.3], [-1.0, 0.1, 0.5], [3.0, -0.1, -0.6], [-1.1, 0.5, 0.3], [-1.9, -1.2, 2.4], [0.5, -0.2, -0.7], [1.4, 1.1, -0.2], [-1.3, 0.4, 1.5], [0.1, -1.7, -0.7], [1.3, -4.7, 1.2], [-0.3, 0.8, -1.0], [-0.1, 0.2, -0.5], [0.3, 2.7, -0.7], [1.1, -2.1, -0.6], [0.8, -0.4, -0.5], [-0.7, 0.9, 0.0], [-0.2, -0.6, 0.0], [1.0, 0.9, -1.0], [1.2, 0.2, -0.5], [-0.1, -0.7, -0.4], [-0.4, 1.4, -1.3], [0.0, 0.3, -0.6], [-0.4, 2.7, 2.5], [-0.4, -2.2, 0.3], [-0.4, -0.1, 0.0], [-0.8, -1.0, -0.1], [0.0, 0.6, 0.4]], "nbo_charge": [-0.182, -0.223, -0.214, -0.163, -0.190, -0.550, -0.184, -0.196, -0.507, -0.231, -0.941, -0.923, 1.472, 0.203, 0.215, 0.225, 0.218, 0.212, 0.217, 0.207, 0.193, 0.210, 0.154, 0.242, 0.248, 0.253, 0.236]}

(2)
{"formula": "C12H15BrINO4RhSe2", "method": "ωB97M-V with the def2-TZVPD basis set", "gap_ev": [4.75, 4.38], "spin_multiplicity": 1, "homo_energy_ev": [-4.22, -4.23], "max_force_ev_per_a": 4.04, "relative_energy_kj_mol": 583.8, "total_charge": -1, "lumo_energy_ev": [0.52, 0.15], "e_tot_ev": -234207.2647, "elements": ["Rh", "Br", "C", "C", "C", "C", "C", "N", "C", "O", "O", "H", "H", "H", "O", "C", "C", "C", "O", "C", "Se", "C", "Se", "H", "H", "H", "H", "H", "H", "H", "H", "H", "H", "I", "C", "H", "H"], "positions_angstrom": [[-0.41423, -0.52830, 0.23077], [-2.32410, -5.43975, 0.54690], [-1.05777, -3.49800, 2.28891], [-1.17126, -4.32018, 3.39378], [-0.67997, -3.84754, 4.59907], [-0.10902, -2.58753, 4.63424], [-0.06155, -1.84179, 3.46920], [-0.53604, -2.30286, 2.30563], [0.51524, -0.44429, 3.44460], [0.95653, 0.05807, 4.46730], [0.46747, 0.08536, 2.29480], [-1.62650, -5.29250, 3.31124], [-0.74266, -4.45648, 5.49088], [0.29847, -2.15777, 5.53567], [2.04265, 0.73190, -1.62162], [2.01460, 1.80520, -2.52792], [0.70479, 2.57706, -2.32522], [0.69505, 3.80291, -3.27485], [-0.49344, 4.54808, -3.22627], [-0.48773, 1.69977, -2.67522], [-0.55018, -0.16631, -2.02485], [0.59322, 3.07623, -0.89306], [0.46461, 1.72739, 0.57259], [2.91848, 0.34218, -1.55190], [2.06160, 1.42992, -3.56174], [2.86820, 2.47612, -2.36413], [0.89232, 3.46954, -4.30768], [1.48210, 4.50400, -2.98460], [-1.22921, 3.96097, -3.43653], [-0.56205, 1.57602, -3.76069], [-1.40674, 2.17316, -2.31920], [-0.28354, 3.72472, -0.81997], [1.47227, 3.67683, -0.64117], [-2.13209, -2.86571, -2.26168], [-1.43274, -2.28726, -0.29868], [-0.80496, -3.13449, -0.02003], [-2.34180, -2.27468, 0.31142]], "forces_ev_per_a": [[0.5, 1.6, -1.2], [0.5, 0.6, 0.9], [1.1, 2.3, 1.0], [-0.6, -1.0, -0.5], [0.2, 0.5, -0.2], [-0.1, -0.1, -0.1], [0.2, 0.4, 0.4], [-1.7, -3.6, -0.6], [0.0, 0.3, -0.7], [0.1, -0.2, 0.5], [0.0, -1.0, 0.3], [0.0, 0.0, -0.1], [0.0, -0.1, 0.0], [0.0, 0.1, 0.0], [0.5, -0.1, -0.1], [0.0, 0.3, -0.4], [0.2, 0.1, 0.0], [0.5, -0.5, 0.0], [-0.5, 0.2, 0.0], [0.0, 0.0, 0.2], [-0.1, 0.0, 0.4], [-0.4, -0.5, 0.1], [-0.4, 1.2, 0.0], [0.1, 0.1, -0.1], [0.0, 0.1, 0.0], [-0.1, 0.1, 0.0], [0.1, 0.0, 0.1], [0.1, -0.1, 0.0], [0.1, 0.1, 0.0], [0.0, -0.1, 0.0], [0.0, -0.1, 0.0], [0.1, 0.0, 0.0], [0.0, 0.0, 0.1], [-0.2, -0.2, 0.3], [-0.4, -0.1, 0.2], [0.0, 0.1, -0.1], [0.1, -0.2, -0.2]], "nbo_charge": [0.447, -0.545, 0.507, -0.336, -0.160, -0.221, 0.122, -0.464, 0.743, -0.668, -0.759, 0.260, 0.222, 0.252, -0.721, -0.057, -0.141, -0.043, -0.716, -0.627, 0.306, -0.618, 0.094, 0.481, 0.155, 0.164, 0.149, 0.178, 0.465, 0.207, 0.221, 0.221, 0.208, 0.065, -0.795, 0.208, 0.197]}

(3)
{"formula": "C12H15ClN4S", "method": "ωB97M-V with the def2-TZVPD basis set", "gap_ev": 8.44, "spin_multiplicity": 1, "homo_energy_ev": -7.80, "max_force_ev_per_a": 5.75, "total_charge": 0, "lumo_energy_ev": 0.64, "e_tot_ev": -42003.0816, "elements": ["Cl", "N", "N", "S", "C", "C", "C", "C", "C", "C", "C", "C", "N", "N", "C", "C", "C", "C", "H", "H", "H", "H", "H", "H", "H", "H", "H", "H", "H", "H", "H", "H", "H"], "positions_angstrom": [[-0.04436, 4.81730, 0.11040], [2.45407, 0.16283, 0.55142], [1.14964, -0.34018, 0.61974], [0.75567, 2.42753, -0.99633], [3.46321, -0.58678, 0.21871], [0.12487, 0.39166, 0.80282], [-3.54169, -1.91056, 0.20083], [-2.44795, -1.96674, -0.63252], [-3.35890, -1.10308, 1.40087], [-1.21304, -1.34206, -0.37285], [-2.13365, -0.35051, 1.65643], [-1.09925, -0.42361, 0.70247], [4.66407, -0.11175, 0.21154], [3.22019, -1.89561, 0.06498], [1.43871, 3.96754, -0.21192], [0.25064, 1.87078, 0.69456], [2.02673, 3.50693, 1.07401], [0.99768, 2.62726, 1.77410], [-4.44408, -2.37635, 0.03109], [-2.56864, -2.69754, -1.43926], [-4.25930, -0.82240, 2.00426], [-0.45989, -1.43357, -1.14531], [-2.05949, 0.18836, 2.58418], [4.80248, 0.80935, 0.69592], [5.49762, -0.74713, 0.32288], [3.54900, -2.35724, -0.87331], [2.19393, -2.06324, 0.14833], [2.09012, 4.55210, -0.87798], [-0.76057, 2.23646, 0.75324], [2.53676, 4.31991, 1.64161], [2.90503, 2.95521, 0.87260], [1.41895, 1.85802, 2.50603], [0.31426, 3.29990, 2.36930]], "forces_ev_per_a": [[-1.0, 2.2, 0.4], [-1.0, 3.1, 0.9], [2.8, -2.2, -0.2], [1.3, -0.2, 0.2], [-5.3, -0.9, 1.2], [2.3, -0.4, -1.2], [2.8, 3.4, 3.4], [0.5, -1.5, -0.1], [0.2, 1.0, -1.0], [-1.7, 0.9, -0.1], [-2.0, -2.1, -1.8], [-1.1, -0.5, 0.2], [5.4, 1.9, 0.7], [0.1, -3.9, -3.3], [-0.4, -1.2, -1.1], [-2.2, 0.5, -0.1], [1.3, 0.6, 1.2], [0.7, -0.1, 2.0], [-1.7, -1.0, -0.5], [0.5, 0.6, -0.2], [1.0, -0.8, -0.2], [0.2, 0.1, 0.4], [0.1, 0.4, 0.0], [-0.5, -1.4, -1.0], [-1.8, 0.9, -0.3], [-0.5, 1.2, 2.5], [1.0, 0.3, 0.0], [-0.3, -0.4, 0.3], [-0.6, 0.2, 0.0], [-1.3, 0.0, 0.1], [0.8, -1.3, -0.7], [-0.1, 1.3, -1.0], [0.5, -0.9, -0.7]], "nbo_charge": [-0.050, -0.484, -0.306, 0.213, 0.573, 0.282, -0.220, -0.206, -0.192, -0.190, -0.217, -0.063, -0.782, -0.838, -0.326, -0.415, -0.449, -0.414, 0.212, 0.208, 0.210, 0.223, 0.218, 0.413, 0.404, 0.381, 0.420, 0.246, 0.233, 0.224, 0.231, 0.240, 0.222]}

(4)
{"formula": "C12H15F4N2ReSbSe4", "method": "ωB97M-V with the def2-TZVPD basis set", "gap_ev": [5.75, 5.75], "spin_multiplicity": 1, "homo_energy_ev": [-18.19, -18.19], "max_force_ev_per_a": 0.77, "relative_energy_kj_mol": 0.0, "total_charge": 3, "lumo_energy_ev": [-12.43, -12.43], "e_tot_ev": -296558.5127, "elements": ["Re", "C", "C", "N", "C", "C", "C", "C", "N", "C", "C", "F", "C", "F", "C", "C", "F", "C", "F", "H", "H", "H", "H", "H", "H", "H", "H", "H", "H", "H", "H", "H", "H", "H", "Se", "Sb", "Se", "Se", "Se"], "positions_angstrom": [[-0.20673, 0.11910, 0.63294], [-3.93014, 0.02346, 0.80974], [-3.14438, -0.48194, -0.37677], [-1.82345, 0.20570, -0.72763], [-1.38357, -0.36185, -2.09775], [-1.13669, -1.84717, -2.21479], [-2.04140, 1.71004, -0.96119], [-1.08541, 2.55016, -0.12197], [0.23651, 1.81616, -0.17905], [1.28994, 2.34822, -0.87933], [2.27891, 1.43941, -1.30116], [2.01300, 0.15699, -1.01615], [3.41401, 1.82255, -1.96486], [4.29104, 0.91842, -2.33656], [3.60145, 3.17094, -2.24147], [2.65112, 4.09814, -1.83741], [2.83359, 5.37356, -2.07703], [1.50556, 3.71488, -1.16597], [0.66516, 4.64352, -0.75786], [-4.88219, -0.51052, 0.80548], [-4.16948, 1.08523, 0.77280], [-3.47538, -0.21090, 1.77178], [-3.74658, -0.36660, -1.28121], [-2.91741, -1.53952, -0.26436], [-0.50416, 0.21431, -2.39225], [-2.19722, -0.07360, -2.76718], [-0.22754, -2.17441, -1.72041], [-1.00777, -2.05107, -3.27929], [-1.97705, -2.45489, -1.88606], [-3.07601, 1.97488, -0.75668], [-1.85188, 1.89609, -2.01719], [-1.40394, 2.62344, 0.91501], [-0.99226, 3.56039, -0.50727], [4.48770, 3.50503, -2.77032], [-0.76083, -2.75700, 4.83542], [1.07815, -3.58365, 3.78484], [-1.12229, 0.42743, 2.56509], [0.81445, -1.85425, 0.82048], [2.99126, -4.70468, 3.31009]], "forces_ev_per_a": [[0.1, -0.2, -0.5], [0.0, 0.0, 0.0], [0.1, 0.0, 0.0], [-0.1, -0.1, -0.3], [0.0, 0.1, 0.1], [-0.1, 0.0, -0.1], [0.0, -0.1, -0.1], [0.0, 0.1, 0.2], [0.1, 0.0, 0.1], [0.0, 0.0, 0.0], [-0.1, -0.1, 0.1], [0.2, 0.0, -0.1], [0.0, 0.0, 0.0], [0.0, 0.0, 0.0], [0.0, 0.0, 0.0], [0.0, 0.0, 0.0], [0.0, 0.1, 0.0], [0.0, 0.0, 0.0], [0.0, 0.1, 0.1], [0.0, 0.0, 0.0], [0.0, 0.0, 0.0], [0.0, 0.0, 0.0], [0.0, 0.0, 0.0], [0.0, 0.0, 0.0], [0.0, 0.0, 0.0], [0.0, 0.0, 0.0], [0.0, 0.0, 0.0], [0.0, 0.0, 0.0], [0.0, 0.0, 0.0], [0.0, 0.0, 0.0], [-0.1, 0.0, 0.0], [0.0, 0.1, 0.0], [-0.1, -0.1, -0.1], [0.0, 0.0, 0.0], [0.0, 0.1, 0.0], [0.2, -0.3, 0.2], [-0.3, 0.1, 0.7], [0.0, 0.3, -0.1], [-0.1, 0.1, 0.0]], "nbo_charge": [0.633, -0.639, -0.231, -0.422, -0.227, -0.654, -0.241, -0.286, -0.408, -0.034, 0.343, -0.289, 0.358, -0.246, -0.189, 0.346, -0.238, 0.418, -0.262, 0.288, 0.231, 0.202, 0.239, 0.233, 0.213, 0.244, 0.215, 0.283, 0.238, 0.266, 0.247, 0.252, 0.295, 0.303, -0.112, 1.055, 0.425, 0.148, 0.001]}

(5)
{"formula": "C12H15F9KO6", "method": "ωB97M-V with the def2-TZVPD basis set", "gap_ev": 8.25, "spin_multiplicity": 1, "homo_energy_ev": -12.86, "max_force_ev_per_a": 5.95, "relative_energy_kj_mol": 334.2, "total_charge": 1, "lumo_energy_ev": -4.60, "e_tot_ev": -65748.3124, "elements": ["K", "C", "C", "O", "C", "O", "C", "F", "F", "F", "H", "H", "H", "H", "H", "C", "C", "O", "C", "O", "C", "F", "F", "F", "H", "H", "H", "H", "H", "C", "C", "O", "C", "O", "C", "F", "F", "F", "H", "H", "H", "H", "H"], "positions_angstrom": [[-0.07909, -3.64239, -2.18922], [8.76360, -0.17655, -5.62167], [7.73289, -0.71785, -4.69690], [8.13239, -0.44377, -3.37274], [7.29007, -0.82668, -2.29214], [6.15658, -1.38176, -2.46582], [7.96626, -0.75646, -0.88909], [8.87361, 0.23204, -0.83355], [7.02284, -0.68458, 0.08626], [8.67031, -1.93402, -0.72288], [8.55063, -0.56806, -6.61638], [9.77861, -0.47596, -5.36049], [8.68670, 0.90582, -5.72496], [7.62446, -1.80227, -4.71639], [6.73799, -0.34661, -4.94284], [-3.41694, 4.53140, 1.09877], [-3.25413, 3.85127, -0.23841], [-1.98857, 4.05287, -0.76332], [-0.97455, 3.24197, -0.40474], [-1.00188, 2.13257, 0.16494], [0.38938, 3.78837, -0.95845], [1.25789, 3.63072, 0.00165], [0.69527, 3.04061, -1.99093], [0.33124, 5.02941, -1.35048], [-4.41299, 4.40745, 1.52378], [-3.01487, 5.54340, 1.05102], [-2.73887, 3.95810, 1.73094], [-3.94463, 4.34114, -0.92495], [-3.45730, 2.78275, -0.16708], [-7.17543, -3.51865, 1.85246], [-5.73004, -3.56223, 2.46940], [-5.46585, -2.61360, 3.54801], [-6.03748, -2.83921, 4.71644], [-6.91334, -3.72807, 4.95747], [-5.60487, -1.97348, 5.86618], [-5.08805, -0.77355, 5.41229], [-6.55110, -1.70772, 6.70189], [-4.67277, -2.60194, 6.63087], [-7.45241, -2.48997, 1.62179], [-7.93017, -3.86845, 2.55681], [-7.19509, -4.09716, 0.92887], [-5.08907, -3.34526, 1.61490], [-5.47123, -4.59367, 2.70865]], "forces_ev_per_a": [[0.1, 0.1, 0.0], [0.2, 0.1, -0.8], [-0.9, -1.2, -0.1], [-1.4, 0.2, 4.5], [-3.0, -2.2, -3.8], [4.8, 2.6, 0.9], [0.7, -0.8, -0.2], [-1.1, -0.4, 0.4], [1.4, 0.3, -1.1], [-1.0, 1.3, -0.1], [0.1, -0.1, -0.1], [-0.1, 0.1, 0.1], [0.2, 0.0, 0.3], [0.2, -0.2, -0.5], [0.0, 0.4, 0.3], [1.3, -1.0, 0.4], [-2.4, 0.0, 0.2], [2.8, -0.4, 0.1], [-0.5, -2.2, 0.6], [-0.4, 3.5, -1.6], [-2.4, -0.8, 1.0], [1.4, 0.1, 0.6], [0.8, -0.9, -1.2], [0.2, 1.2, -0.1], [0.0, 0.4, -0.3], [-0.6, 0.1, 0.1], [0.0, 0.2, 0.6], [0.1, -0.4, -0.4], [-0.1, 0.0, -0.1], [0.6, 0.5, 1.2], [-1.4, -0.4, -1.4], [0.2, -0.4, -0.2], [-4.0, -4.4, 0.0], [3.5, 3.3, -1.1], [2.2, 1.5, 0.6], [-0.3, -1.3, 0.4], [-1.6, 0.4, 0.3], [0.2, 0.1, -1.1], [0.2, 0.1, -0.2], [0.2, -0.3, -0.1], [0.1, -0.1, 0.1], [0.5, 0.8, 0.6], [-0.1, 0.2, 0.8]], "nbo_charge": [1.000, -0.628, -0.070, -0.487, 0.692, -0.562, 0.910, -0.290, -0.295, -0.314, 0.223, 0.228, 0.220, 0.183, 0.189, -0.634, -0.077, -0.468, 0.697, -0.579, 0.904, -0.294, -0.310, -0.290, 0.232, 0.224, 0.210, 0.195, 0.190, -0.636, -0.075, -0.462, 0.673, -0.548, 0.903, -0.325, -0.274, -0.311, 0.215, 0.240, 0.217, 0.184, 0.200]}

(6)
{"formula": "C12H15FN2O5", "method": "ωB97M-V with the def2-TZVPD basis set", "gap_ev": 8.16, "spin_multiplicity": 1, "homo_energy_ev": -8.80, "max_force_ev_per_a": 9.29, "total_charge": 0, "lumo_energy_ev": -0.64, "smiles": "CNCCOC(=O)c1ccncc1.O=C1OC[C@@H](F)O1", "e_tot_ev": -28612.1640, "elements": ["C", "N", "C", "C", "O", "C", "O", "C", "C", "C", "N", "C", "C", "H", "H", "H", "H", "H", "H", "H", "H", "H", "H", "H", "H", "C", "C", "O", "C", "O", "O", "F", "H", "H", "H"], "positions_angstrom": [[-2.76500, 1.73841, 1.46530], [-2.49818, 0.77244, 2.61278], [-1.77383, -0.47550, 2.16245], [-0.21657, -0.09821, 1.71546], [0.51969, 0.57865, 2.81671], [1.99822, 0.48675, 2.57060], [2.88169, 0.29376, 3.56575], [2.43830, 0.61349, 0.98252], [2.89822, -0.63479, 0.01374], [3.28745, -0.53630, -1.56341], [3.22662, 0.77646, -2.26577], [2.83638, 1.94723, -1.43072], [2.41670, 2.05967, 0.13934], [-2.94932, 1.05109, 0.50611], [-3.68169, 2.41800, 1.73114], [-1.79260, 2.37190, 1.18531], [-3.46611, 0.42978, 2.88904], [-2.26705, -0.93954, 1.18415], [-1.67663, -1.31106, 2.99152], [0.28314, -1.14043, 1.41636], [-0.33457, 0.57760, 0.74937], [2.93636, -1.71797, 0.50633], [3.56756, -1.51694, -2.14636], [2.78418, 2.98504, -2.02307], [2.10227, 3.07683, 0.66656], [-0.76039, -1.31722, -3.16722], [-0.49554, -2.02733, -1.88374], [-1.18145, -1.24943, -0.92913], [-2.22357, -0.69283, -1.60799], [-3.19288, -0.18033, -1.07352], [-2.05401, -0.78572, -2.96227], [0.82242, -2.00535, -1.58349], [-0.05669, -0.49853, -3.35145], [-0.74569, -1.99256, -4.02692], [-0.86743, -3.05709, -1.85549]], "forces_ev_per_a": [[0.7, -0.8, -1.4], [-1.3, -1.1, -0.5], [1.5, -0.1, -0.6], [-1.8, -1.0, -1.2], [3.7, -1.2, -1.9], [2.5, -1.1, 3.8], [-6.2, 1.5, -6.8], [1.2, 0.8, -5.0], [-0.1, 1.7, -0.2], [-1.5, 3.8, 3.1], [-1.1, -0.9, 5.4], [-0.5, -1.0, 1.7], [0.9, -4.3, -1.3], [-0.1, 2.0, 2.0], [2.0, -1.3, -0.6], [-2.2, -1.1, 1.0], [1.7, 0.6, -0.3], [1.1, 0.8, 2.1], [-0.6, 2.0, -1.5], [-0.9, 2.4, 0.7], [0.7, -1.3, 2.1], [-0.1, 2.6, -1.1], [-0.6, 2.4, 1.2], [0.2, -2.7, 1.4], [0.8, -2.5, -1.4], [0.4, 0.0, -1.3], [0.7, -0.2, 0.3], [-0.7, -0.1, -0.7], [-2.5, 1.5, 0.8], [2.2, -1.4, -1.5], [-0.4, 0.1, 1.2], [0.0, -0.3, 0.1], [0.1, -0.2, 0.2], [-0.2, 0.2, 0.1], [0.2, 0.1, 0.1]], "nbo_charge": [-0.463, -0.637, -0.243, -0.108, -0.520, 0.763, -0.520, -0.106, -0.244, 0.016, -0.441, 0.002, -0.249, 0.213, 0.216, 0.188, 0.354, 0.194, 0.212, 0.194, 0.199, 0.238, 0.238, 0.224, 0.261, -0.136, 0.445, -0.489, 0.971, -0.567, -0.467, -0.322, 0.215, 0.212, 0.159]}